(1)
102
Properties=species:S:1:pos:R:3 method="wB97M-V/def2-TZVPD" total_energy_ev=-110302.454 lumo_energy_ev=-0.66 e_homo_ev=-9.2 largest_force_ev_per_a=0.608 orbital_gap_ev=8.516 smiles="CC(=O)OCCCCCCc1cc2nc(P(=O)(O)O)c(CCC(F)(F)C(F)(F)C(F)(F)C(F)(F)S(F)(F)(F)(F)F)nc2cc1F.COC[C@@H](C)N.COC[C@@H](C)N"
C 5.819 -1.335 1.049
C 6.576 -0.177 1.632
O 7.716 -0.238 2.005
O 5.847 0.982 1.772
C 5.758 1.761 0.566
C 5.338 3.167 0.931
C 3.892 3.242 1.403
C 3.477 4.604 1.967
C 3.708 5.820 1.050
C 2.414 6.564 0.679
C 1.363 5.644 0.119
C 1.668 4.692 -0.802
C 0.708 3.783 -1.265
N 1.075 2.822 -2.147
C 0.161 1.962 -2.503
P 0.768 0.605 -3.524
O 0.394 -0.709 -2.982
O 0.309 0.922 -5.012
O 2.345 0.804 -3.648
C -1.194 2.032 -2.034
C -2.233 1.017 -2.426
C -2.173 -0.275 -1.609
C -2.930 -0.301 -0.301
F -3.206 -1.600 0.003
F -4.120 0.341 -0.388
C -2.150 0.314 0.918
F -0.844 0.496 0.615
F -2.664 1.525 1.198
C -2.237 -0.487 2.255
F -1.773 0.321 3.211
F -3.539 -0.703 2.514
C -1.503 -1.908 2.200
F -2.433 -2.850 2.257
F -0.867 -2.012 1.030
S -0.223 -2.303 3.573
F -0.824 -3.740 3.819
F 0.791 -2.936 2.534
F 0.449 -0.886 3.335
F -1.224 -1.708 4.647
F 0.814 -2.564 4.721
N -1.561 2.974 -1.210
C -0.616 3.856 -0.793
C -0.948 4.855 0.129
C 0.018 5.699 0.550
F -0.304 6.639 1.446
H 5.059 -1.677 1.751
H 5.325 -1.073 0.116
H 6.514 -2.149 0.865
H 6.737 1.778 0.081
H 5.034 1.303 -0.116
H 6.002 3.533 1.717
H 5.514 3.790 0.051
H 3.782 2.514 2.210
H 3.218 2.929 0.602
H 4.052 4.749 2.884
H 2.431 4.548 2.270
H 4.356 6.531 1.563
H 4.244 5.550 0.140
H 2.025 7.050 1.571
H 2.638 7.355 -0.039
H 2.677 4.589 -1.176
H 0.977 0.604 -5.635
H 2.787 0.397 -2.892
H -3.203 1.502 -2.354
H -2.097 0.733 -3.470
H -2.635 -1.068 -2.198
H -1.149 -0.587 -1.439
H -1.956 4.937 0.507
C 2.590 -1.767 0.301
O 3.562 -2.498 -0.420
C 3.629 -3.876 -0.108
C 2.569 -4.747 -0.797
C 1.174 -4.624 -0.190
N 2.480 -4.508 -2.238
H 2.486 -2.131 1.328
H 1.618 -1.795 -0.198
H 2.923 -0.728 0.337
H 4.615 -4.201 -0.450
H 3.598 -4.016 0.981
H 2.898 -5.782 -0.658
H 0.678 -3.707 -0.509
H 0.552 -5.455 -0.518
H 1.210 -4.634 0.901
H 3.375 -4.704 -2.675
H 2.322 -3.515 -2.392
C -8.560 -4.438 -0.808
O -8.561 -3.341 -1.701
C -8.394 -2.070 -1.105
C -6.941 -1.684 -0.804
C -6.346 -2.391 0.409
N -6.059 -1.887 -1.960
H -9.028 -4.174 0.145
H -7.551 -4.811 -0.620
H -9.138 -5.236 -1.273
H -8.793 -1.358 -1.832
H -9.012 -1.994 -0.200
H -6.950 -0.611 -0.587
H -6.061 -3.417 0.177
H -5.448 -1.874 0.735
H -7.047 -2.410 1.246
H -6.385 -1.319 -2.736
H -6.175 -2.846 -2.275

=====

(2)
146
Properties=species:S:1:pos:R:3 method="wB97M-V/def2-TZVPD" total_energy_ev=-399128.489 lumo_energy_ev=1.67 charge=-6 e_homo_ev=-0.7 largest_force_ev_per_a=14.453 orbital_gap_ev=2.378
C -5.822 4.981 -1.456
N -6.374 4.171 -2.609
C -7.141 4.781 -3.498
C -7.354 4.184 -4.683
C -7.061 2.785 -4.868
C -6.422 2.126 -3.855
C -6.039 2.872 -2.751
C -7.350 2.157 -6.199
C -8.622 2.117 -6.757
C -8.888 1.684 -8.042
N -7.907 1.194 -8.758
C -6.626 1.174 -8.256
C -6.332 1.587 -6.934
C -8.193 0.591 -10.005
H -6.504 4.794 -0.626
H -5.821 6.027 -1.763
H -4.766 4.743 -1.329
H -7.351 5.831 -3.358
H -7.925 4.699 -5.441
H -5.972 1.144 -3.865
H -5.441 2.328 -2.035
H -9.416 2.566 -6.179
H -9.866 1.766 -8.492
H -5.916 0.674 -8.899
H -5.296 1.436 -6.671
H -8.909 -0.226 -9.920
H -7.229 0.211 -10.343
H -8.527 1.395 -10.660
C 5.281 -1.551 6.788
N 4.473 -1.467 5.540
C 4.674 -0.512 4.630
C 4.038 -0.608 3.327
C 3.069 -1.566 3.123
C 2.813 -2.482 4.148
C 3.579 -2.399 5.316
C 2.192 -1.473 1.902
C 0.831 -1.345 2.150
C 0.017 -1.134 1.021
N 0.527 -1.073 -0.241
C 1.878 -1.103 -0.460
C 2.793 -1.359 0.612
C -0.463 -0.871 -1.344
H 6.253 -1.172 6.473
H 5.220 -2.533 7.257
H 4.840 -0.859 7.505
H 5.481 0.179 4.826
H 4.213 0.049 2.487
H 2.073 -3.262 4.049
H 3.511 -3.225 6.008
H 0.356 -1.334 3.120
H -1.027 -0.945 1.222
H 2.192 -1.153 -1.492
H 3.831 -1.450 0.328
H -0.933 -1.824 -1.585
H -0.052 -0.324 -2.192
H -1.324 -0.326 -0.957
N -5.667 -1.605 0.131
S -5.841 -2.178 1.542
O -4.680 -2.729 2.156
O -7.106 -2.614 2.125
F -5.816 -0.729 2.209
S -6.044 -3.002 -0.677
O -5.849 -4.341 -0.029
O -5.866 -2.889 -2.099
F -7.618 -2.761 -0.783
N 10.024 -0.029 5.081
S 11.150 -0.794 5.636
O 12.506 -0.457 5.366
O 10.908 -2.207 5.939
F 11.067 -0.087 7.128
S 10.076 -0.842 3.575
O 9.356 -2.118 3.345
O 11.267 -0.693 2.697
F 9.018 0.157 2.887
N 5.415 4.335 -2.471
S 3.880 4.293 -1.752
O 3.913 3.923 -0.325
O 2.701 3.865 -2.506
F 3.635 5.892 -1.646
S 5.575 2.835 -2.563
O 4.895 2.108 -3.581
O 5.981 2.165 -1.311
F 6.951 2.989 -3.251
N 4.823 5.808 8.280
S 5.739 6.823 7.385
O 5.843 6.413 5.972
O 6.824 7.561 7.953
F 4.685 8.087 7.292
S 5.991 5.053 8.663
O 6.726 5.496 9.864
O 6.676 4.127 7.717
F 5.015 3.967 9.254
N -3.123 4.821 4.977
S -2.407 3.502 4.222
O -3.016 3.202 2.945
O -1.967 2.346 5.038
F -1.072 4.313 3.919
S -4.361 4.071 5.342
O -4.173 2.900 6.246
O -5.580 4.179 4.475
F -4.765 5.275 6.317
N 5.080 -2.783 -9.220
S 5.128 -2.516 -7.602
O 6.264 -2.963 -6.832
O 3.880 -2.495 -6.818
F 5.488 -0.912 -7.673
S 5.049 -4.272 -9.056
O 3.809 -4.915 -8.654
O 6.256 -4.991 -8.852
F 4.885 -4.476 -10.669
N -3.280 -5.459 -6.747
S -3.231 -5.763 -5.275
O -4.414 -6.357 -4.668
O -2.227 -5.021 -4.496
F -2.426 -7.169 -5.470
S -4.141 -4.051 -6.752
O -3.423 -2.893 -6.207
O -5.611 -4.187 -6.468
F -4.040 -3.728 -8.330
N -2.809 7.091 -3.923
S -2.028 6.061 -4.711
O -2.058 4.674 -4.289
O -0.824 6.541 -5.420
F -3.039 6.127 -5.984
S -1.629 7.438 -2.837
O -0.697 8.577 -3.178
O -1.108 6.412 -1.948
F -2.501 8.198 -1.743
N 1.795 -9.031 1.621
S 1.157 -9.987 0.640
O 2.033 -10.510 -0.426
O -0.262 -9.876 0.277
F 0.922 -11.275 1.615
S 1.219 -7.592 0.999
O 0.224 -6.831 1.712
O 1.358 -7.407 -0.499
F 2.515 -6.684 1.344
N 2.277 -4.387 10.237
S 2.738 -3.716 11.503
O 2.231 -4.180 12.826
O 3.076 -2.245 11.449
F 4.294 -4.316 11.525
S 0.695 -3.819 10.390
O 0.418 -2.409 10.264
O -0.149 -4.557 11.341
F 0.152 -4.449 9.006

=====

(3)
45
Properties=species:S:1:pos:R:3 method="wB97M-V/def2-TZVPD" total_energy_ev=-395304.747 lumo_energy_ev=-1.44 e_homo_ev=-8.9 largest_force_ev_per_a=3.873 orbital_gap_ev=7.486
C 5.556 0.016 -0.199
C 4.727 -1.311 0.069
C 3.187 -1.094 -0.058
N 2.757 -0.744 -1.461
C 1.316 -0.546 -1.356
C 0.852 0.764 -0.921
C -0.607 0.898 -0.787
C -1.587 -0.136 -1.044
C -3.100 0.126 -0.818
Br -3.880 1.316 -2.176
C -3.353 0.646 0.670
C -4.041 -0.427 1.590
C -1.052 -1.428 -1.526
S -2.197 -2.773 -1.939
C 0.396 -1.648 -1.685
P 1.227 -3.225 -2.272
O 0.862 -3.346 -3.921
Br 0.327 -5.030 -1.179
C -0.756 2.372 -0.308
O -1.681 2.990 0.121
N 0.543 3.050 -0.455
C 1.621 2.066 -0.566
O 2.795 2.232 -0.454
H 6.326 -0.227 -0.981
H 6.116 0.278 0.737
H 4.930 0.898 -0.469
H 4.916 -1.579 1.148
H 5.068 -2.191 -0.526
H 2.608 -2.027 0.198
H 2.814 -0.293 0.647
H 3.170 0.158 -1.713
H -3.618 -0.866 -0.869
H -2.386 0.919 1.169
H -3.942 1.602 0.624
H -4.874 -0.993 1.109
H -3.258 -1.130 1.992
H -4.418 0.131 2.495
H -2.140 -3.690 -0.919
H 0.004 -2.922 -4.112
H 0.447 3.374 -1.434
C -3.115 2.806 4.428
Br -1.392 2.306 3.704
Br -3.960 4.193 3.380
Br -4.271 1.271 4.651
H -2.937 3.216 5.416

=====

(4)
43
Properties=species:S:1:pos:R:3 method="wB97M-V/def2-TZVPD" total_energy_ev=-49720.760 lumo_energy_ev=2.54 charge=-1 e_homo_ev=-5.5 largest_force_ev_per_a=0.278 orbital_gap_ev=8.008
O 3.132 -1.489 2.564
S 3.722 -1.007 1.325
O 5.162 -0.808 1.368
O 3.245 -1.687 0.125
C 3.048 0.658 1.144
C 1.583 0.562 0.730
S 0.648 2.022 1.324
C -0.898 1.306 1.636
N -1.776 1.643 2.516
N -2.878 0.812 2.309
C -2.562 0.039 1.342
O -1.326 0.276 0.854
H 3.649 1.161 0.386
H 3.156 1.170 2.099
H 1.475 0.494 -0.348
H 1.126 -0.321 1.173
H -3.133 -0.758 0.898
C -6.923 2.143 2.834
C -7.756 1.789 1.604
C -6.809 0.859 0.856
O -6.038 0.189 1.848
C -6.212 0.826 3.118
H -7.515 2.490 3.680
H -6.193 2.915 2.586
H -8.659 1.250 1.901
H -8.053 2.653 1.010
H -6.135 1.425 0.202
H -7.331 0.114 0.252
H -6.822 0.173 3.753
H -5.235 0.959 3.580
C 6.404 -1.920 -4.364
C 5.526 -2.686 -3.378
C 4.886 -1.557 -2.582
O 4.768 -0.454 -3.506
C 5.524 -0.716 -4.678
H 6.672 -2.489 -5.255
H 7.326 -1.597 -3.874
H 4.763 -3.255 -3.917
H 6.080 -3.376 -2.743
H 5.512 -1.252 -1.740
H 3.904 -1.798 -2.185
H 4.841 -0.938 -5.509
H 6.099 0.177 -4.938

=====

(5)
33
Properties=species:S:1:pos:R:3 method="wB97M-V/def2-TZVPD" total_energy_ev=-28794.387 de_lowest_ev=1.627 lumo_energy_ev=0.71 e_homo_ev=-8.8 largest_force_ev_per_a=3.496 orbital_gap_ev=9.505 smiles=CCOCCCNCc1ccc(Cl)cc1
C 0.347 2.780 1.170
C 0.012 2.509 -0.318
O -1.431 2.529 -0.536
C -1.947 1.252 -0.841
C -2.140 0.264 0.426
C -2.526 -1.142 0.049
N -1.545 -1.839 -0.721
C -0.450 -2.443 0.016
C 0.829 -1.643 -0.068
C 1.112 -0.908 -1.219
C 2.315 -0.285 -1.358
C 3.125 -0.281 -0.182
Cl 4.636 0.587 -0.433
C 2.842 -0.950 0.967
C 1.756 -1.778 1.019
H -0.064 2.180 1.996
H 0.249 3.836 1.468
H 1.448 2.690 1.343
H 0.495 3.221 -1.026
H 0.454 1.523 -0.646
H -2.896 1.279 -1.387
H -1.350 0.705 -1.584
H -1.166 0.228 0.942
H -2.685 0.695 1.211
H -2.819 -1.644 1.008
H -3.483 -1.087 -0.500
H -2.008 -2.667 -1.167
H -0.722 -2.481 1.076
H -0.288 -3.479 -0.304
H 0.277 -0.979 -1.911
H 2.624 0.283 -2.269
H 3.486 -0.759 1.822
H 1.512 -2.196 1.958

=====

(6)
20
Properties=species:S:1:pos:R:3 method="wB97M-V/def2-TZVPD" total_energy_ev=-82451.562 de_lowest_ev=3.731 lumo_energy_ev=-6.75 charge=+1 e_homo_ev=-14.1 largest_force_ev_per_a=3.520 orbital_gap_ev=7.384
C -0.149 0.209 0.410
C -1.381 0.208 -0.443
C 0.829 -0.962 0.003
C -0.418 0.209 1.903
C -1.125 0.194 -1.911
N 0.517 1.485 0.033
N -0.314 2.412 -0.285
O -0.015 3.555 -0.191
O 1.851 1.751 0.571
Br -3.046 -0.090 0.216
H 0.828 -1.730 0.781
H 1.813 -0.537 0.136
H 0.696 -1.167 -1.045
H 0.527 0.287 2.512
H -0.799 -0.726 2.324
H -0.948 1.041 2.177
H -0.910 -0.938 -2.318
H -0.376 0.910 -2.223
H -2.053 0.324 -2.416
H 1.840 2.777 0.414

=====

(7)
18
Properties=species:S:1:pos:R:3 method="wB97M-V/def2-TZVPD" total_energy_ev=-11743.090 de_lowest_ev=1.542 lumo_energy_ev=0.80 e_homo_ev=-6.6 largest_force_ev_per_a=3.182 orbital_gap_ev=7.434 smiles=CNc1ncc(N)n1N
C -2.558 -0.226 0.452
N -1.743 0.633 -0.319
C -0.393 0.778 -0.182
N 0.250 1.959 -0.183
C 1.569 1.654 -0.008
C 1.731 0.310 0.079
N 2.791 -0.534 0.298
N 0.460 -0.254 -0.010
N 0.322 -1.557 -0.492
H -2.429 -1.316 0.308
H -2.504 -0.027 1.571
H -3.592 -0.077 0.219
H -2.194 1.484 -0.574
H 2.312 2.415 -0.034
H 2.615 -1.509 0.259
H 3.785 -0.321 0.185
H 0.104 -1.486 -1.485
H -0.526 -1.925 -0.084

=====

(8)
20
Properties=species:S:1:pos:R:3 method="wB97M-V/def2-TZVPD" total_energy_ev=-9366.030 de_lowest_ev=2.972 lumo_energy_ev="-8.43 / -13.37" s2=0.77 charge=+2 e_homo_ev="-19.8 / -19.0" largest_force_ev_per_a=3.202 spin_multiplicity=2 orbital_gap_ev="11.365 / 5.653"
C -1.874 0.330 -0.753
C -1.361 -1.103 -0.309
C -0.047 -0.923 0.423
C 0.041 -0.866 1.790
N 0.972 -0.106 -0.265
N -1.087 0.885 -1.861
H -1.689 0.928 0.135
H -2.905 0.377 -1.123
H -2.070 -1.374 0.486
H -1.343 -1.898 -1.058
H -0.726 -1.111 2.519
H 1.073 -0.764 2.112
H 1.642 0.526 0.257
H 1.530 -0.712 -0.874
H 0.445 0.543 -0.930
H -1.164 1.899 -1.979
H -1.433 0.468 -2.730
H 3.967 0.875 0.900
H 2.989 1.143 2.095
O 3.041 0.882 1.166

=====

(9)
37
Properties=species:S:1:pos:R:3 method="wB97M-V/def2-TZVPD" total_energy_ev=-23954.324 de_lowest_ev=0.279 lumo_energy_ev=0.08 e_homo_ev=-7.7 largest_force_ev_per_a=0.659 orbital_gap_ev=7.760 smiles="O=C(CNc1ccccc1)Nc1cccc2ccccc12"
O 0.681 -2.983 -0.981
C 0.201 -1.873 -0.881
C 1.029 -0.662 -0.475
N 2.261 -1.125 0.100
C 3.372 -0.328 0.228
C 4.619 -0.919 0.453
C 5.742 -0.142 0.647
C 5.654 1.241 0.617
C 4.424 1.835 0.396
C 3.291 1.067 0.204
N -1.117 -1.654 -1.097
C -1.829 -0.438 -0.998
C -1.529 0.614 -1.827
C -2.250 1.813 -1.749
C -3.275 1.946 -0.856
C -3.618 0.885 0.008
C -4.670 1.000 0.941
C -4.975 -0.031 1.785
C -4.237 -1.223 1.737
C -3.216 -1.370 0.840
C -2.884 -0.329 -0.052
H 0.458 -0.060 0.244
H 1.206 -0.045 -1.370
H 2.429 -2.108 -0.076
H 4.691 -1.997 0.473
H 6.697 -0.618 0.818
H 6.534 1.848 0.766
H 4.341 2.913 0.373
H 2.340 1.552 0.044
H -1.665 -2.490 -1.258
H -0.742 0.512 -2.559
H -1.992 2.625 -2.413
H -3.839 2.865 -0.798
H -5.228 1.924 0.977
H -5.781 0.066 2.497
H -4.479 -2.024 2.419
H -2.643 -2.286 0.822